17
Properties=species:S:1:pos:R:3:forces:R:3:nbo_charge:R:1 method="wB97M-V/def2-TZVPD" charge=+1 fmax_ev_per_a=1.6 homo_lumo_gap_ha=0.3333 homo_ev=-12.88
C -1.621176 0.197589 -1.678891 -0.6 -0.4 -0.7 -0.76
S -1.137983 -0.900508 -0.293355 0.1 0.3 -0.5 0.16
C 0.288558 -1.749029 -1.065783 0.1 1.6 -0.3 -0.73
H -2.147097 -0.376912 -2.445570 0.2 -0.3 0.1 0.25
H -2.378023 0.933449 -1.413855 0.3 0.1 0.6 0.25
H -0.798658 0.683311 -2.206372 0.2 0.0 0.4 0.21
H 0.931823 -2.139175 -0.285794 -0.2 -0.6 0.0 0.24
H 0.879467 -0.954096 -1.539487 0.0 -0.2 0.0 0.21
H -0.013226 -2.411744 -1.866533 0.0 -0.5 0.3 0.25
N 1.168006 1.740236 0.207923 -0.3 -0.8 1.3 -0.71
C 1.509575 1.391855 1.437323 0.4 -0.2 -1.3 0.41
N 0.974576 0.333516 2.009661 -0.3 0.6 -0.3 -0.73
H 0.381246 1.197247 -0.159292 0.1 0.6 -0.5 0.43
H 1.504581 2.620320 -0.146096 -0.1 -0.2 -0.5 0.44
H 2.374819 1.929736 1.811521 -0.4 0.0 0.9 0.23
H 0.895848 0.299053 3.010001 0.5 -0.3 0.3 0.44
H 0.244778 -0.144666 1.457320 0.0 0.2 0.3 0.42

=====

16
Properties=species:S:1:pos:R:3:forces:R:3:nbo_charge:R:1 method="wB97M-V/def2-TZVPD" charge=0 fmax_ev_per_a=2.9 homo_lumo_gap_ha=0.3928 smiles="C[C@H](N)CC(=O)O" homo_ev=-10.11
C -2.456574 0.719209 0.687734 0.8 0.6 0.9 -0.63
C -0.897960 0.406072 0.670435 1.2 1.6 0.4 -0.03
N 0.290731 1.465670 0.921232 -2.9 0.2 0.3 -0.84
C -0.475578 -0.265741 -0.595160 0.6 0.7 -1.9 -0.55
C 1.033481 -0.659155 -0.705357 -0.1 0.6 -0.4 0.82
O 1.811399 -0.138071 -1.476931 -1.0 -1.3 1.6 -0.56
O 1.324514 -1.732909 0.136612 -0.8 1.3 -0.9 -0.67
H -2.891192 1.296014 -0.147769 0.6 -0.2 0.3 0.22
H -2.796194 1.194013 1.664507 0.6 -0.5 -1.2 0.22
H -2.876647 -0.285719 0.669562 -0.3 0.0 -0.1 0.21
H -0.813967 -0.307376 1.495296 0.4 0.3 0.2 0.18
H 0.406306 2.212995 0.183665 -0.6 -1.5 0.5 0.36
H -0.096500 2.015640 1.702366 0.6 -0.2 -0.1 0.35
H -1.029963 -1.180959 -0.755760 -0.4 -0.2 -0.2 0.22
H -0.696141 0.454968 -1.435739 0.3 -0.9 0.6 0.23
H 0.451663 -1.893739 0.551897 0.9 -0.3 0.1 0.47

=====

53
Properties=species:S:1:pos:R:3:forces:R:3:nbo_charge:R:1 method="wB97M-V/def2-TZVPD" charge=-1 fmax_ev_per_a=0.8 homo_lumo_gap_ha=0.1822 homo_ev=-2.84
C 4.703112 -2.017870 0.150036 -0.3 0.1 0.0 -0.60
C 3.998784 -0.678643 -0.085690 0.1 -0.3 0.1 -0.42
C 2.495129 -0.864716 -0.259246 0.0 -0.4 0.0 -0.08
O 2.060459 -0.098787 -1.384039 -0.1 0.2 0.1 -0.54
C 0.702764 0.255941 -1.373598 0.5 0.1 0.5 0.54
C -0.190472 -0.937402 -1.070904 0.0 -0.1 -0.5 -0.47
C -1.613469 -0.929355 -1.649910 -0.2 0.1 0.3 -0.45
C -2.655242 -0.456994 -0.660173 0.0 0.1 -0.1 0.07
C -2.763153 -1.163599 0.537310 0.1 0.2 -0.1 -0.25
C -3.704527 -0.803457 1.489870 0.2 0.1 -0.1 -0.21
C -4.541897 0.286981 1.257750 0.1 -0.1 0.0 -0.24
C -4.436519 0.993543 0.066219 0.1 0.0 0.0 -0.23
C -3.497286 0.624029 -0.896063 -0.1 -0.1 0.2 -0.24
O 0.488847 0.762030 -2.702989 -0.1 0.0 -0.1 -0.50
C -0.318261 1.834525 -2.651094 -0.1 -0.2 -0.1 0.98
O -0.731088 2.423025 -3.604416 0.0 -0.1 0.1 -0.60
O -0.600296 2.139851 -1.370670 0.4 0.4 -0.1 -0.54
C 0.466019 1.554289 -0.536738 -0.8 -0.3 -0.2 0.27
C 1.664197 2.482321 -0.628201 0.2 0.4 -0.1 -0.27
N 1.297645 3.816623 -0.126231 0.0 -0.2 0.5 -0.87
C -0.137768 1.485494 0.865618 0.3 -0.2 0.2 -0.87
B 0.797486 1.838418 2.089641 -0.1 0.2 0.2 1.22
O 2.107346 1.404890 2.203936 -0.1 0.0 -0.7 -0.93
O 0.257160 2.606819 3.127094 0.3 0.1 -0.3 -0.95
H 5.723280 -1.881435 0.505159 0.1 0.0 0.0 0.20
H 4.146621 -2.596548 0.889684 0.1 0.0 0.1 0.21
H 4.707159 -2.613573 -0.763735 0.1 0.0 0.0 0.20
H 4.390791 -0.201794 -0.984235 0.0 0.1 0.0 0.21
H 4.193851 -0.033545 0.772725 0.0 0.2 -0.1 0.20
H 1.959868 -0.586279 0.651146 0.0 0.2 0.0 0.19
H 2.274692 -1.922303 -0.432478 -0.1 0.0 -0.1 0.19
H -0.242689 -1.101080 0.001971 0.1 -0.2 0.0 0.24
H 0.326993 -1.812214 -1.463807 0.0 0.0 0.0 0.26
H -1.690369 -0.360762 -2.576549 0.1 0.0 -0.1 0.20
H -1.826186 -1.974493 -1.881020 -0.1 0.0 0.0 0.27
H -2.050166 -1.978545 0.646739 -0.2 -0.5 0.2 0.28
H -3.760018 -1.367351 2.412361 -0.1 0.0 0.0 0.21
H -5.263063 0.580834 2.010680 0.0 0.0 0.0 0.20
H -5.084369 1.839276 -0.130378 0.0 0.0 0.1 0.20
H -3.432622 1.193512 -1.815857 0.1 0.0 -0.1 0.21
H 2.051155 2.512279 -1.650517 -0.2 0.0 -0.1 0.20
H 2.472426 2.082580 -0.020373 0.0 -0.1 0.0 0.21
H 1.811746 4.536800 -0.610837 0.0 0.0 0.0 0.37
H 0.311648 3.989706 -0.274514 0.0 0.0 -0.2 0.37
H -0.933589 2.231005 0.896255 -0.1 -0.1 0.0 0.26
H -0.639365 0.531346 1.042224 -0.1 0.0 -0.1 0.29
H 2.705884 2.142761 2.353723 0.0 -0.1 0.6 0.50
H 0.449660 3.538856 2.981820 -0.2 0.1 0.2 0.50
C -1.680061 -4.649034 0.915987 -0.2 -0.3 0.3 -0.19
O -1.057281 -3.866682 0.015281 0.1 0.5 -0.1 -0.99
H -1.530782 -5.754819 0.779765 0.0 0.1 -0.1 0.08
H -1.381047 -4.486377 1.991113 0.0 0.1 -0.1 0.07
H -2.803135 -4.550079 0.950156 0.1 0.1 -0.1 0.07

=====

37
Properties=species:S:1:pos:R:3:forces:R:3:nbo_charge:R:1 method="wB97M-V/def2-TZVPD" charge=-1 fmax_ev_per_a=0.4 homo_lumo_gap_ha=0.2181 homo_ev=-3.54
Pd 1.455802 -0.399347 -0.924676 0.0 0.1 0.4 0.29
N -0.641505 0.872298 2.535790 -0.1 -0.1 0.1 -0.53
C -1.344776 -0.307712 2.383766 0.0 0.0 0.0 0.09
C -2.094460 -1.082901 3.259807 0.0 0.0 0.0 -0.24
C -2.674643 -2.223977 2.735247 0.0 0.0 0.0 -0.22
C -2.514537 -2.576304 1.385026 0.0 0.0 0.0 -0.24
C -1.767000 -1.800162 0.520249 0.0 0.0 0.0 -0.21
C -1.177620 -0.651303 1.038199 0.0 0.0 0.0 0.18
N -0.378212 0.285503 0.408488 0.2 -0.1 -0.1 -0.49
C -0.067445 1.155378 1.328192 0.0 0.1 0.0 0.41
C 0.829092 2.293311 1.123274 -0.1 -0.1 -0.1 0.07
C 1.423224 3.021563 2.103095 0.1 0.0 0.1 -0.42
S 2.504488 4.146534 1.418978 0.0 0.0 -0.1 0.41
C 2.048135 3.587870 -0.149336 0.1 0.0 0.1 -0.12
N 1.182618 2.634361 -0.161844 -0.1 0.1 0.1 -0.38
H -0.425924 1.320362 3.406961 0.0 0.0 0.0 0.41
H -2.211600 -0.818911 4.303381 0.0 0.0 0.0 0.20
H -3.260975 -2.863276 3.383318 0.0 0.0 0.0 0.20
H -2.982282 -3.482123 1.020480 0.0 0.0 0.0 0.21
H -1.619341 -2.056082 -0.521854 0.0 0.0 0.0 0.25
H 1.357676 2.900560 3.171784 0.0 0.0 0.0 0.23
H 2.488302 4.013160 -1.039794 0.0 0.0 0.0 0.22
C -0.842549 -1.347863 -4.362803 0.1 0.0 0.0 -0.41
N -0.365260 -1.295146 -2.981330 0.0 -0.1 0.0 -0.67
C 0.569920 -0.228723 -2.722792 -0.1 0.0 -0.1 0.03
N -0.088243 1.031946 -2.955465 0.1 0.0 -0.1 -0.88
S 2.261922 -0.423750 -3.097156 -0.1 0.0 -0.1 -0.34
H -1.458630 -2.239188 -4.497178 0.0 0.0 0.0 0.18
H -0.012276 -1.374970 -5.082767 0.0 0.0 0.0 0.17
H -1.447768 -0.469272 -4.575123 0.0 0.0 0.0 0.20
H 0.120888 -2.156857 -2.772184 0.0 0.0 0.0 0.37
H -0.860352 1.096556 -2.298907 0.0 0.0 0.0 0.36
H 0.560635 1.770471 -2.716618 0.0 0.0 0.0 0.38
F 3.636234 -1.510035 1.011613 0.0 -0.1 0.0 -0.40
C 2.630098 -0.574257 0.915035 0.1 0.1 0.0 0.57
F 3.294581 0.604118 1.324602 0.0 0.0 0.0 -0.44
F 1.871787 -0.851831 2.082546 0.0 0.0 0.0 -0.45

=====

Repeat the fourth record exactly.
37
Properties=species:S:1:pos:R:3:forces:R:3:nbo_charge:R:1 method="wB97M-V/def2-TZVPD" charge=-1 fmax_ev_per_a=0.4 homo_lumo_gap_ha=0.2181 homo_ev=-3.54
Pd 1.455802 -0.399347 -0.924676 0.0 0.1 0.4 0.29
N -0.641505 0.872298 2.535790 -0.1 -0.1 0.1 -0.53
C -1.344776 -0.307712 2.383766 0.0 0.0 0.0 0.09
C -2.094460 -1.082901 3.259807 0.0 0.0 0.0 -0.24
C -2.674643 -2.223977 2.735247 0.0 0.0 0.0 -0.22
C -2.514537 -2.576304 1.385026 0.0 0.0 0.0 -0.24
C -1.767000 -1.800162 0.520249 0.0 0.0 0.0 -0.21
C -1.177620 -0.651303 1.038199 0.0 0.0 0.0 0.18
N -0.378212 0.285503 0.408488 0.2 -0.1 -0.1 -0.49
C -0.067445 1.155378 1.328192 0.0 0.1 0.0 0.41
C 0.829092 2.293311 1.123274 -0.1 -0.1 -0.1 0.07
C 1.423224 3.021563 2.103095 0.1 0.0 0.1 -0.42
S 2.504488 4.146534 1.418978 0.0 0.0 -0.1 0.41
C 2.048135 3.587870 -0.149336 0.1 0.0 0.1 -0.12
N 1.182618 2.634361 -0.161844 -0.1 0.1 0.1 -0.38
H -0.425924 1.320362 3.406961 0.0 0.0 0.0 0.41
H -2.211600 -0.818911 4.303381 0.0 0.0 0.0 0.20
H -3.260975 -2.863276 3.383318 0.0 0.0 0.0 0.20
H -2.982282 -3.482123 1.020480 0.0 0.0 0.0 0.21
H -1.619341 -2.056082 -0.521854 0.0 0.0 0.0 0.25
H 1.357676 2.900560 3.171784 0.0 0.0 0.0 0.23
H 2.488302 4.013160 -1.039794 0.0 0.0 0.0 0.22
C -0.842549 -1.347863 -4.362803 0.1 0.0 0.0 -0.41
N -0.365260 -1.295146 -2.981330 0.0 -0.1 0.0 -0.67
C 0.569920 -0.228723 -2.722792 -0.1 0.0 -0.1 0.03
N -0.088243 1.031946 -2.955465 0.1 0.0 -0.1 -0.88
S 2.261922 -0.423750 -3.097156 -0.1 0.0 -0.1 -0.34
H -1.458630 -2.239188 -4.497178 0.0 0.0 0.0 0.18
H -0.012276 -1.374970 -5.082767 0.0 0.0 0.0 0.17
H -1.447768 -0.469272 -4.575123 0.0 0.0 0.0 0.20
H 0.120888 -2.156857 -2.772184 0.0 0.0 0.0 0.37
H -0.860352 1.096556 -2.298907 0.0 0.0 0.0 0.36
H 0.560635 1.770471 -2.716618 0.0 0.0 0.0 0.38
F 3.636234 -1.510035 1.011613 0.0 -0.1 0.0 -0.40
C 2.630098 -0.574257 0.915035 0.1 0.1 0.0 0.57
F 3.294581 0.604118 1.324602 0.0 0.0 0.0 -0.44
F 1.871787 -0.851831 2.082546 0.0 0.0 0.0 -0.45